(1)
This record from the OMol25 dataset describes a structure of composition C3H3F3S. The level of theory is wB97M-V/def2-TZVPD.

Element x y z (Å)
C: 0.136 -0.729 0.072
C: 1.440 -0.099 -0.011
C: -1.406 0.505 -0.023
F: -1.302 1.234 -1.141
F: -1.339 1.337 1.023
F: -2.544 -0.156 -0.011
S: -0.320 -2.237 0.236
H: 1.471 0.847 0.523
H: 2.183 -0.790 0.392
H: 1.680 0.089 -1.060

Computed properties:
- orbital gap (eV) = 8.60
- 2S+1 = 1
- molecular weight (g mol⁻¹) = 128.12
- net charge = 0
- lowest unoccupied orbital energy (eV) = -0.4
- relative energy (zero: lowest compared OMol25 entry of this formula, charge and spin) (eV) = 0.961

***

(2)
This record from the OMol25 dataset describes a cluster of 2 separate species, C42H51Cl2Si4 in total. The level of theory is wB97M-V/def2-TZVPD.

Element x y z (Å)
Cl: 5.871 2.696 1.193
C: 4.538 1.900 1.899
C: 4.632 1.386 3.206
C: 3.516 0.822 3.813
C: 2.277 0.826 3.136
C: 1.083 0.557 3.855
C: -0.137 0.911 3.319
C: -1.378 0.301 3.743
C: -2.677 0.790 3.285
C: -3.776 1.027 4.104
C: -4.831 1.770 3.588
C: -4.829 2.135 2.230
Cl: -5.994 3.276 1.625
C: -3.805 1.718 1.370
C: -2.812 0.903 1.893
C: 2.237 1.209 1.768
C: 3.342 1.796 1.176
H: 5.565 1.451 3.734
H: 3.544 0.419 4.825
H: 1.158 0.005 4.796
H: -0.160 1.229 2.273
H: -1.370 -0.037 4.777
H: -3.813 0.641 5.123
H: -5.655 2.100 4.217
H: -3.815 1.932 0.307
H: -2.087 0.401 1.261
H: 1.318 1.116 1.187
H: 3.274 2.177 0.168
C: 0.706 -2.432 2.297
Si: 0.713 -4.284 2.432
C: 0.414 -5.043 0.753
C: 2.458 -4.720 3.007
C: 2.681 -5.959 3.616
C: 3.947 -6.294 4.109
C: 5.015 -5.403 3.987
C: 4.803 -4.166 3.367
C: 3.534 -3.830 2.871
C: -0.491 -5.125 3.695
Si: -2.142 -4.679 4.582
H: -1.169 -0.418 2.989
C: -3.702 -4.286 3.644
Si: -4.033 -6.116 4.031
C: -4.601 -6.889 2.440
C: -2.646 -7.152 4.783
C: -5.449 -6.277 5.290
C: -5.442 -7.323 6.221
C: -6.523 -7.518 7.092
C: -7.625 -6.654 7.039
C: -7.625 -5.580 6.135
C: -6.538 -5.395 5.262
C: -2.168 -4.095 6.389
Si: -1.440 -2.629 7.415
C: -2.425 -1.041 7.411
C: -1.470 -3.316 9.149
C: 0.378 -2.222 7.014
C: 0.922 -0.952 7.255
C: 2.285 -0.704 7.016
C: 3.110 -1.730 6.533
C: 2.574 -3.003 6.334
C: 1.217 -3.248 6.565
H: -0.251 -2.072 1.896
H: 0.892 -1.997 3.287
H: 1.494 -2.063 1.619
H: -0.643 -4.952 0.475
H: 1.011 -4.525 -0.006
H: 0.693 -6.103 0.727
H: 1.861 -6.670 3.720
H: 4.100 -7.256 4.594
H: 6.007 -5.660 4.372
H: 5.630 -3.457 3.262
H: 3.391 -2.854 2.392
H: -0.766 -6.025 3.102
H: 0.171 -5.542 4.484
H: -4.435 -3.591 4.096
H: -3.655 -4.102 2.555
H: -3.799 -6.822 1.695
H: -4.866 -7.943 2.589
H: -5.479 -6.349 2.064
H: -1.713 -7.203 4.212
H: -2.420 -6.920 5.834
H: -3.039 -8.183 4.743
H: -4.584 -7.998 6.274
H: -6.501 -8.356 7.794
H: -8.473 -6.813 7.710
H: -8.480 -4.898 6.097
H: -6.539 -4.555 4.557
H: -3.233 -4.007 6.686
H: -1.826 -5.020 6.899
H: -3.324 -1.189 8.029
H: -1.878 -0.190 7.845
H: -2.746 -0.766 6.398
H: -2.490 -3.637 9.381
H: -0.808 -4.184 9.221
H: -1.159 -2.582 9.900
H: 0.291 -0.148 7.647
H: 2.690 0.296 7.203
H: 4.177 -1.558 6.333
H: 3.222 -3.805 5.980
H: 0.808 -4.245 6.418

Computed properties:
- orbital gap (eV) = 5.89
- 2S+1 = 1
- molecular weight (g mol⁻¹) = 739.12
- net charge = +1
- lowest unoccupied orbital energy (eV) = -3.7
- relative energy (zero: lowest compared OMol25 entry of this formula, charge and spin) (eV) = 1.303

***

(3)
This record from the OMol25 dataset describes a structure of composition C4H6N2. The level of theory is wB97M-V/def2-TZVPD.

Element x y z (Å)
N: -0.189 -1.622 -0.116
C: -0.050 -0.219 -0.350
C: 1.344 0.231 -0.408
C: 0.111 0.345 1.083
C: -1.084 0.456 -1.156
N: -1.859 1.013 -1.816
H: -1.129 -1.978 -0.036
H: 0.479 -2.206 -0.591
H: 1.367 1.273 -0.761
H: 0.609 1.613 1.049
H: 0.847 -0.179 1.685
H: -0.447 1.272 1.418

Computed properties:
- orbital gap (eV) = 9.43
- 2S+1 = 1
- molecular weight (g mol⁻¹) = 82.11
- net charge = 0
- lowest unoccupied orbital energy (eV) = 0.4
- relative energy (zero: lowest compared OMol25 entry of this formula, charge and spin) (eV) = 6.710

***

Question: lowest unoccupied orbital energy of number 1 (C3H3F3S)?
Answer: -0.4 eV

***

Question: The highest net charge belongs to which entry?
Answer: C42H51Cl2Si4